[1]
# C2H3F3S

A cluster of 2 separate species, C2H3F3S in total (ωB97M-V/def2-TZVPD, the Open Molecules 2025 dataset).

Geometry (Å):
F  -2.06  1.99  0.83
C  -0.81  1.58  0.67
F  0.04  2.56  0.98
C  -0.41  0.38  0.27
S  -1.50  -0.95  -0.12
H  0.64  0.18  0.16
H  -0.56  -1.66  -0.74
F  2.02  -1.73  -1.18
H  2.65  -2.35  -0.88

## Properties
E	-21109.427	eV
structure (SMILES)	FC(F)=CS.F
ΔE to the lowest compared entry with this formula, charge and spin	32.8	kcal per mole
maximum force	0.63	eV Å⁻¹
E_LUMO	0.406	eV
Kohn-Sham gap	9.00	eV

[2]
# C2H3F4FeNO4S2

A structure of composition C2H3F4FeNO4S2 (ωB97M-V/def2-TZVPD, the Open Molecules 2025 dataset).

Geometry (Å):
N  0.24  0.53  0.79
S  1.75  1.65  0.30
O  2.19  0.91  -0.97
O  2.66  1.31  1.40
S  -0.84  0.57  -0.40
O  -0.44  -0.30  -1.56
O  -1.16  1.95  -0.73
C  -2.40  -0.25  0.24
F  -2.26  -1.56  0.22
F  -2.62  0.17  1.46
F  -3.38  0.11  -0.55
Fe  1.33  -0.08  -2.36
F  2.06  -0.95  -3.70
C  0.64  -0.78  1.34
H  1.23  -1.38  0.63
H  -0.24  -1.33  1.66
H  1.25  -0.56  2.22

## Properties
E	-78720.356	eV
net charge	+1
ΔE to the lowest compared entry with this formula, charge and spin	0.0	kcal per mole
expectation value of S²	8.762
maximum force	4.17	eV Å⁻¹
E_LUMO (spin up / spin down)	-4.680 / -8.951	eV
Kohn-Sham gap (spin up / spin down)	10.46 / 6.11	eV
2S+1	6

[3]
# C2H3FI2

A structure of composition C2H3FI2 (ωB97M-V/def2-TZVPD, the Open Molecules 2025 dataset).

Geometry (Å):
C  0.59  -0.14  0.63
C  -0.48  0.09  -0.42
F  1.88  -0.20  0.11
I  -0.31  -1.20  -2.05
I  -0.50  2.16  -1.02
H  0.22  -1.18  1.02
H  0.58  0.55  1.54
H  -1.98  -0.10  0.19

## Properties
E	-21038.636	eV
ΔE to the lowest compared entry with this formula, charge and spin	45.5	kcal per mole
maximum force	4.76	eV Å⁻¹
E_LUMO	-0.441	eV
Kohn-Sham gap	9.00	eV

[4]
# C2H3FIN

A structure of composition C2H3FIN (ωB97M-V/def2-TZVPD, the Open Molecules 2025 dataset).

Geometry (Å):
C  -0.75  -0.71  0.40
C  -0.37  0.50  0.00
N  -0.42  -1.81  0.77
F  1.36  1.27  -1.71
I  1.08  1.30  1.11
H  0.87  0.58  -1.38
H  -0.84  1.16  -0.69
H  -0.93  -2.28  1.51

## Properties
E	-14428.397	eV
ΔE to the lowest compared entry with this formula, charge and spin	43.2	kcal per mole
maximum force	2.87	eV Å⁻¹
E_LUMO	-0.256	eV
Kohn-Sham gap	8.43	eV

[5]
# C2H3FN2O3

A cluster of 2 separate species, C2H3FN2O3 in total (ωB97M-V/def2-TZVPD, the Open Molecules 2025 dataset).

Geometry (Å):
O  -0.57  0.25  1.14
N  -1.24  0.23  0.13
O  -1.89  1.44  -0.22
C  -1.33  -0.83  -0.61
F  -0.73  -1.83  0.01
H  -1.96  2.10  0.48
H  -1.82  -0.82  -1.54
N  2.05  -1.54  -0.24
C  2.42  -0.44  -0.53
O  2.67  0.63  -0.92
H  2.51  -2.31  0.09

## Properties
E	-13958.199	eV
structure (SMILES)	[O-]/[N+](O)=C\F.N=C=O
ΔE to the lowest compared entry with this formula, charge and spin	28.3	kcal per mole
maximum force	2.63	eV Å⁻¹
E_LUMO	0.710	eV
Kohn-Sham gap	9.76	eV

[6]
# C2H3FN3P

The molecule C2H3FN3P (ωB97M-V/def2-TZVPD, the Open Molecules 2025 dataset).

Geometry (Å):
H  2.87  -2.06  -0.25
N  2.41  -1.09  -0.09
C  3.15  -0.07  0.03
F  4.53  -0.04  0.12
N  2.51  1.14  0.04
N  1.26  0.84  -0.08
C  0.16  0.46  0.12
P  -1.69  0.25  0.01
H  -1.97  0.66  1.35
H  -1.69  -1.16  0.43

## Properties
E	-18595.227	eV
structure (SMILES)	[H]/N=C(F)/N=N\C#[PH2]
ΔE to the lowest compared entry with this formula, charge and spin	5.7	kcal per mole
maximum force	4.11	eV Å⁻¹
E_LUMO	0.282	eV
Kohn-Sham gap	8.99	eV

- The lowest E belongs to which entry?
  C2H3F4FeNO4S2